# 1
ORCA calculation (wB97M-V/def2-TZVPD) on a cluster of 4 separate species, C4H18NO3 in total.

ORCA input file:
```
! wB97M-V def2-TZVPD RIJCOSX def2/J DEFGRID3
* xyz 2 2
C 0.0653 -1.1968 -0.4139
C 1.3310 -1.2462 0.3618
C 2.5317 -1.5446 -0.5228
C 1.5382 0.0096 1.3248
N -1.0802 -0.4739 0.3596
H 0.1411 -0.7605 -1.4673
H -0.2774 -2.2042 -0.8469
H 1.3142 -2.0184 1.1295
H 2.2935 -2.2150 -1.3213
H 2.7059 -0.7141 -1.1379
H 3.3910 -1.9347 -0.0955
H 1.8265 0.9970 0.8406
H 2.5531 0.0949 1.8300
H 0.6851 0.1057 2.0619
H -1.1044 -0.4865 1.4453
H -1.0459 0.5935 0.0990
H -2.0655 -0.8705 0.1006
H -0.7131 3.0378 -0.4922
H -0.8746 3.0863 0.9651
O -1.0236 2.3660 0.2580
H -3.1147 -4.6013 0.0505
H -4.4529 -3.8186 0.5914
O -3.5578 -3.7315 0.2308
H 0.7038 5.7587 -1.6903
H 1.7832 4.7149 -1.8305
O 0.9583 4.9181 -1.3949
*
```

HOMO-LUMO gap (alpha / beta) = 10.194 / 2.377 eV
Calculated total energy = -12050.516 eV
Molecular weight = 128.19 g/mol
Relative energy (zero: lowest compared OMol25 entry of this formula, charge and spin) = 2.490 eV

***

# 2
ORCA calculation (wB97M-V/def2-TZVPD) on a cluster of 9 separate species, C22H42F6N2O19PS in total.

ORCA input file:
```
! wB97M-V def2-TZVPD RIJCOSX def2/J DEFGRID3
* xyz 2 2
N 4.4286 -26.8581 8.5418
H 5.4069 -27.1031 8.4865
H 4.2203 -26.2176 9.2945
H 3.8980 -27.7049 8.6878
H 4.1173 -26.5366 7.6363
N 3.9858 -28.7447 5.3328
H 3.3048 -29.1973 5.9257
H 4.8858 -28.9907 5.7195
H 3.8281 -27.7483 5.3818
H 4.0433 -28.9436 4.3443
P 8.1611 -27.4506 7.3271
F 7.8946 -25.8584 7.4273
F 7.0043 -27.6295 6.1566
F 9.2973 -27.2296 6.2137
F 8.3626 -29.0868 7.3892
F 9.2386 -27.3936 8.5908
F 7.0160 -27.6451 8.4863
C 6.3934 -22.5150 7.5361
C 6.4399 -22.7939 9.0141
C 5.7413 -21.7808 9.9737
O 5.0847 -22.5873 10.8605
C 4.8485 -23.8072 10.3626
O 4.0439 -24.6128 10.7779
O 5.6540 -24.0029 9.3087
H 6.9646 -21.6513 7.1957
H 5.3439 -22.3084 7.3263
H 6.6798 -23.3958 6.9614
H 7.4547 -23.0629 9.3071
H 4.9408 -21.1482 9.5903
H 6.4896 -21.1641 10.4718
C 8.2137 -34.0514 5.5074
C 7.2861 -32.8015 5.7084
C 7.9372 -31.4745 5.3387
O 7.0059 -30.8618 4.4865
C 5.9761 -31.6933 4.2558
O 4.8920 -31.4534 3.7374
O 6.2592 -32.9154 4.6983
H 8.5611 -34.2346 4.4906
H 7.6540 -34.9635 5.7144
H 9.1542 -33.9280 6.0444
H 6.8609 -32.8117 6.7120
H 8.9631 -31.5714 4.9834
H 8.0826 -30.9882 6.3033
C 11.8762 -24.6817 7.4528
C 10.5289 -24.0429 7.7521
C 10.2078 -23.9559 9.1849
O 10.1026 -22.5815 9.4581
C 10.0370 -21.9114 8.3252
O 9.5257 -20.7965 8.1089
O 10.5416 -22.6735 7.3338
H 12.0291 -24.8637 6.3890
H 12.0421 -25.5479 8.0933
H 12.6202 -23.9081 7.6432
H 9.8392 -24.6411 7.1567
H 10.9919 -24.4526 9.7565
H 9.2542 -24.4574 9.3499
C 11.7101 -27.5547 4.1173
C 11.8997 -29.0313 4.0131
C 10.6850 -29.8543 4.3249
O 10.6625 -30.8249 3.3091
C 11.5554 -30.5724 2.3138
O 11.6502 -31.1295 1.2325
O 12.3103 -29.4851 2.7121
H 10.7725 -27.2446 3.6559
H 12.6281 -27.0899 3.7577
H 11.4964 -27.3305 5.1624
H 12.6108 -29.3207 4.7868
H 9.7847 -29.2457 4.4094
H 10.8330 -30.3456 5.2866
C 7.0979 -28.9870 11.4485
C 8.4771 -28.6356 11.9007
C 8.6805 -27.6064 12.9995
O 9.5288 -28.2287 13.8663
C 9.5131 -29.5608 13.6770
O 10.0056 -30.3365 14.4582
O 8.9785 -29.8203 12.4960
H 7.1347 -29.7671 10.6881
H 6.6402 -28.0830 11.0470
H 6.3713 -29.2903 12.2023
H 8.9761 -28.3083 10.9886
H 7.7882 -27.3426 13.5673
H 9.1483 -26.7608 12.4952
C 7.9713 -25.2040 4.0235
C 6.8327 -24.7271 3.1661
O 7.3672 -24.8298 1.8591
S 9.0356 -24.6763 1.8215
O 9.4422 -23.3493 1.3071
O 9.5293 -25.8618 1.1925
O 9.1134 -24.7917 3.4606
H 7.9379 -26.2918 4.0852
H 7.8727 -24.8851 5.0612
H 6.4476 -23.7348 3.4007
H 5.9535 -25.3713 3.1797
*
```

HOMO-LUMO gap (alpha / beta) = 7.188 / 1.757 eV
Calculated total energy = -101791.474 eV
Molecular weight = 815.60 g/mol

***

# 3
ORCA calculation (wB97M-V/def2-TZVPD) on a structure of composition C15H50O10.

ORCA input file:
```
! wB97M-V def2-TZVPD RIJCOSX def2/J DEFGRID3
* xyz 0 1
C -3.9358 -1.1594 27.6066
C -2.7402 -1.8007 26.9126
O -2.7557 -1.4161 25.4992
H -3.7835 -1.2368 28.6832
H -4.8869 -1.5948 27.2999
H -4.0205 -0.0816 27.4680
H -2.8525 -2.8811 27.0033
H -1.8235 -1.5642 27.4527
H -2.0467 -1.9150 25.0869
C -5.9450 -4.2172 22.2843
C -4.5769 -3.6149 21.8852
O -3.6506 -4.0318 22.8317
H -6.6808 -4.1552 21.4825
H -6.4086 -3.6021 23.0555
H -5.8079 -5.2669 22.5438
H -4.6296 -2.5318 21.7748
H -4.2312 -4.0885 20.9663
H -3.6725 -3.3428 23.4999
C -1.2765 -6.8826 20.3507
C -1.5062 -5.6199 21.0863
O -0.4987 -4.6855 20.7156
H -1.3174 -6.8326 19.2626
H -2.0640 -7.6022 20.5743
H -0.3706 -7.4624 20.5279
H -1.5030 -5.7818 22.1642
H -2.4091 -5.0997 20.7665
H 0.3257 -5.1772 20.7327
C -1.1319 -4.4341 23.6212
C -1.2255 -4.4315 25.1759
O -2.0762 -3.3513 25.6641
H -0.7824 -5.3504 23.1455
H -0.5338 -3.6429 23.1691
H -2.1184 -4.2813 23.1835
H -0.2288 -4.0882 25.4531
H -1.4482 -5.3967 25.6308
H -2.9423 -3.6592 25.3874
C 1.1141 -2.8819 26.0239
C 1.3043 -1.4766 26.6558
O 1.3931 -0.5643 25.6069
H 1.4100 -3.7241 26.6494
H 1.7881 -2.8553 25.1676
H 0.1067 -2.9822 25.6200
H 2.0636 -1.4324 27.4365
H 0.5128 -1.1295 27.3200
H 2.0407 0.1290 25.7536
C -2.6692 -6.6535 23.6014
O -3.7398 -6.0724 22.8764
H -1.6903 -6.6169 23.1234
H -2.6983 -6.1177 24.5502
H -3.0202 -7.6569 23.8425
H -3.6615 -5.1299 22.7118
C -1.0554 -3.4632 27.7012
O -0.7270 -2.7147 28.8930
H -0.5369 -4.4208 27.7503
H -2.0970 -3.6177 27.4196
H -0.5148 -3.0888 26.8319
H -1.1932 -3.1267 29.6241
C 1.2620 -3.8514 22.4001
O 2.6346 -3.9208 22.5849
H 0.8807 -4.6486 23.0382
H 0.9226 -2.8492 22.6617
H 1.0327 -4.0923 21.3620
H 2.9045 -4.0320 23.4995
C -5.3447 -4.3560 25.0512
O -4.1276 -3.7138 24.9416
H -5.6424 -4.4887 26.0913
H -6.1397 -3.7762 24.5823
H -5.2810 -5.3202 24.5467
H -4.2156 -2.7639 24.8347
C -1.7428 -7.3463 26.8450
O -2.5085 -8.0872 25.8992
H -1.4451 -6.4526 26.2966
H -2.3293 -7.1198 27.7353
H -0.8112 -7.7518 27.2396
H -1.8352 -8.5600 25.4046
*
```

HOMO-LUMO gap = 9.468 eV
Calculated total energy = -36821.587 eV
Molecular weight = 390.55 g/mol
Relative energy (zero: lowest compared OMol25 entry of this formula, charge and spin) = 20.429 eV